{
  "formula": "C6H9NO",
  "method": "ωB97M-V/def2-TZVPD",
  "gap_ev": 9.9,
  "smiles": "[H]/N=C(/C)C=O.C=C=C",
  "e_tot_ev": -9902.818,
  "elements": ["C", "C", "C", "C", "C", "C", "N", "O", "H", "H", "H", "H", "H", "H", "H", "H", "H"],
  "xyz": [[0.5595, -1.9018, 0.5451], [0.2671, 1.2115, -1.5497], [0.1871, 1.2173, -0.0631], [-0.6966, -1.6229, 0.3789], [1.4085, 0.7574, 0.6716], [-1.9375, -1.3030, 0.2185], [-0.8529, 1.6300, 0.5244], [2.4928, 0.5987, 0.1765], [-0.8129, 1.5938, 1.5431], [1.2475, 0.6532, 1.7660], [0.9793, -2.0694, 1.5242], [1.2306, -2.0374, -0.2879], [1.2263, 1.6167, -1.8647], [0.2073, 0.1836, -1.9045], [-0.5508, 1.7852, -1.9734], [-2.2451, -0.2673, 0.1865], [-2.7101, -2.0457, 0.1085]],
  "atomic_forces_ev_per_a": [[0.18, -0.38, 0.01], [0.06, 0.03, -0.07], [-0.12, 0.20, -0.44], [0.09, -0.12, 0.04], [0.33, 0.21, 0.66], [-0.46, 0.09, -0.06], [-0.25, 0.23, 0.08], [-0.25, 0.03, -0.08], [0.32, -0.15, 0.07], [0.03, -0.04, -0.03], [-0.01, 0.02, 0.21], [0.04, 0.04, -0.21], [0.04, -0.01, -0.10], [0.05, -0.09, -0.09], [-0.04, 0.01, 0.00], [0.05, 0.16, -0.01], [-0.06, -0.23, -0.01]]
}